[1]
74
Properties=species:S:1:pos:R:3:forces:R:3 method="wB97M-V/def2-TZVPD" charge=+1 total_energy_ev=-186286.2199 spin_multiplicity=6 gap_ev="7.59 / 6.36" homo_energy_ev="-10.57 / -11.54" fmax_ha_per_bohr=0.02794
Ru -0.464 0.038 0.747 0.902 -0.660 0.366
O 4.988 -0.827 3.948 -0.013 -0.031 -0.032
C 4.004 -0.755 3.280 -0.049 0.063 -0.005
C 2.617 -1.323 3.639 0.392 -0.187 0.275
O 2.368 -1.979 4.612 -0.230 0.068 -0.133
C 1.704 -0.887 2.548 -0.138 0.108 -0.080
C 2.438 -0.162 1.535 -0.209 0.088 -0.199
O 1.884 0.315 0.519 -0.228 -0.149 0.111
C 3.873 -0.045 1.919 0.533 -0.106 0.229
O 4.767 0.489 1.325 -0.225 0.031 -0.129
O 0.461 -1.054 2.484 -0.214 0.184 -0.196
C -2.090 3.133 -0.594 0.104 -0.156 0.049
C -3.233 2.318 -0.004 0.138 -0.069 0.055
As -2.790 0.403 -0.115 -1.021 0.616 -0.803
C -2.611 0.297 -2.051 0.096 -0.071 0.047
C -3.689 0.579 -2.887 0.014 0.032 0.137
C -3.521 0.587 -4.262 -0.048 0.017 -0.039
C -2.275 0.322 -4.815 0.008 -0.009 0.025
C -1.192 0.060 -3.989 0.051 -0.002 -0.074
C -1.360 0.048 -2.613 -0.126 0.046 0.129
C -4.510 -0.424 0.245 0.211 -0.122 0.288
C -5.057 -1.407 -0.573 0.195 0.067 -0.010
C -6.280 -1.972 -0.243 -0.057 -0.036 -0.007
C -6.947 -1.575 0.907 0.021 -0.008 -0.022
C -6.388 -0.614 1.738 -0.039 0.014 0.065
C -5.168 -0.044 1.414 0.141 0.084 -0.122
As -0.320 2.649 0.170 -0.619 0.969 0.185
C -0.721 2.982 2.056 0.152 -0.108 0.035
C -0.066 2.215 3.018 0.019 0.121 -0.105
C -0.365 2.352 4.368 0.040 -0.028 0.050
C -1.316 3.275 4.769 0.014 0.010 -0.020
C -1.944 4.075 3.821 -0.029 0.015 0.009
C -1.650 3.931 2.475 -0.047 0.039 -0.116
C 0.622 4.305 -0.277 0.080 -0.278 -0.072
C 1.348 4.982 0.695 -0.034 -0.153 0.026
C 1.921 6.208 0.396 0.037 0.034 0.011
C 1.779 6.754 -0.872 0.004 -0.045 0.029
C 1.079 6.061 -1.850 0.012 0.052 -0.077
C 0.505 4.834 -1.559 -0.007 -0.154 0.049
H -2.238 4.202 -0.442 0.030 0.008 0.025
H -2.029 2.961 -1.669 0.053 0.032 -0.012
H -4.161 2.496 -0.549 -0.012 -0.094 -0.034
H -3.403 2.573 1.042 0.002 -0.054 0.009
H -4.660 0.801 -2.460 -0.054 -0.035 -0.027
H -4.362 0.806 -4.906 -0.007 -0.011 0.016
H -2.149 0.322 -5.889 0.005 0.011 -0.001
H -0.217 -0.134 -4.418 -0.003 0.000 0.017
H -0.508 -0.151 -1.972 0.042 -0.054 -0.074
H -4.531 -1.732 -1.461 -0.038 0.003 -0.066
H -6.713 -2.725 -0.889 0.011 -0.009 0.014
H -7.900 -2.020 1.161 0.000 0.007 -0.003
H -6.899 -0.311 2.642 -0.002 -0.005 -0.010
H -4.722 0.701 2.063 -0.089 -0.010 0.057
H 0.740 1.558 2.720 0.012 -0.126 0.002
H 0.158 1.746 5.098 -0.025 0.015 0.009
H -1.554 3.394 5.818 0.010 -0.021 0.003
H -2.665 4.817 4.136 0.008 0.006 -0.010
H -2.136 4.575 1.752 -0.021 -0.017 0.033
H 1.463 4.553 1.683 -0.018 0.077 0.031
H 2.478 6.737 1.158 0.005 0.000 -0.014
H 2.222 7.714 -1.100 -0.003 -0.001 -0.008
H 0.979 6.478 -2.843 0.006 -0.007 0.005
H -0.025 4.287 -2.330 -0.030 0.068 -0.025
Cl -2.598 -5.269 0.687 -0.060 -0.031 0.024
C -1.273 -4.273 0.240 0.164 0.039 -0.081
C -0.020 -4.812 -0.010 -0.084 0.024 0.008
C 1.004 -3.956 -0.382 0.005 0.025 -0.052
C 0.746 -2.601 -0.486 -0.040 -0.175 -0.115
N -0.463 -2.087 -0.233 0.329 0.098 0.329
C -1.454 -2.904 0.128 -0.035 -0.048 -0.094
H 0.144 -5.877 0.078 -0.011 0.001 0.021
H 1.994 -4.337 -0.589 -0.004 0.009 -0.015
H 1.514 -1.901 -0.790 0.020 0.002 0.062
H -2.424 -2.464 0.326 -0.002 -0.012 0.050



[2]
89
Properties=species:S:1:pos:R:3:forces:R:3 method="wB97M-V/def2-TZVPD" charge=0 total_energy_ev=-84242.5651 spin_multiplicity=2 gap_ev="5.81 / 2.16" homo_energy_ev="-9.22 / -9.22" fmax_ha_per_bohr=0.10608
O -0.449 1.227 3.281 0.971 -0.257 -0.239
C -0.548 0.671 2.227 -0.983 0.914 0.662
O 0.402 0.161 1.436 0.285 0.136 1.144
B -0.244 -0.528 0.354 0.321 -1.177 -2.209
O -1.671 -0.279 0.453 -0.634 1.180 1.212
C -1.914 0.465 1.560 -3.863 -0.397 0.225
O -3.045 0.806 2.003 4.603 -1.106 -1.849
O 0.001 -2.010 0.288 0.932 -0.217 -1.603
C 0.402 -2.355 -0.995 -0.872 -4.331 -0.211
O 0.389 -3.516 -1.493 0.371 4.874 2.422
C 0.691 -1.061 -1.752 -1.257 0.528 -2.858
O 0.325 -0.058 -0.979 0.256 0.165 0.533
O 0.925 -0.976 -2.964 0.384 -0.181 2.954
C -5.631 2.580 3.954 0.633 0.008 0.884
C -6.607 2.441 2.921 -2.828 -1.070 -3.179
N -7.404 2.232 2.081 2.261 0.749 2.339
H -6.123 2.484 4.922 -0.008 0.275 0.044
H -5.113 3.535 3.869 -0.029 -0.058 0.128
H -4.902 1.770 3.919 0.104 0.002 -0.269
C -7.113 -2.856 1.238 0.531 1.162 -0.150
C -6.545 -1.558 1.337 -0.385 -1.247 0.281
C -5.711 -1.227 2.398 0.470 -0.486 0.309
C -5.344 -2.227 3.320 -2.108 -1.275 -1.445
C -6.009 -3.507 3.239 1.847 1.544 0.699
C -6.865 -3.828 2.193 0.220 0.768 0.606
N -4.378 -1.965 4.392 -0.470 0.046 0.750
O -4.100 -2.888 5.176 -0.084 1.446 -1.172
O -3.976 -0.806 4.466 0.082 -1.234 0.286
H -7.752 -3.106 0.403 -0.067 0.139 -0.099
H -6.751 -0.805 0.590 -0.129 -0.014 -0.007
H -5.338 -0.216 2.470 0.263 -0.113 0.035
H -5.701 -4.144 4.055 -0.359 -0.568 -0.175
H -7.391 -4.770 2.144 0.208 -0.139 0.084
C 5.124 1.215 -0.142 0.858 2.421 0.990
C 4.394 0.736 -1.158 -1.388 -1.591 -0.854
C 4.321 -0.652 -1.321 1.199 -1.051 1.411
C 5.130 -1.489 -0.432 -0.039 1.786 -1.048
C 6.041 -0.872 0.489 -1.108 -1.825 -0.926
C 5.982 0.477 0.612 0.528 0.152 1.001
N 5.176 -2.960 -0.623 0.197 -1.795 0.250
O 4.464 -3.476 -1.485 1.034 1.173 1.281
O 5.938 -3.615 0.134 -1.422 1.530 -1.249
H 5.079 2.265 0.107 -0.030 0.271 -0.274
H 3.803 1.431 -1.737 -0.167 -0.275 -0.243
H 3.654 -1.066 -2.062 0.105 -0.393 -0.038
H 6.723 -1.432 1.112 -0.081 -0.386 -0.218
H 6.583 0.977 1.357 0.150 0.008 0.029
C -3.096 4.037 -1.525 -1.411 0.937 0.857
C -2.364 3.559 -2.585 0.028 -1.200 -0.356
C -2.469 2.202 -2.848 -0.458 -1.977 0.837
C -3.122 1.328 -1.925 -0.016 1.680 -1.071
C -3.836 1.867 -0.862 -0.427 -1.105 -0.212
C -3.910 3.240 -0.712 0.629 -0.228 -0.962
N -3.168 -0.126 -2.252 -0.197 -1.176 2.343
O -3.876 -0.900 -1.554 0.976 2.041 -1.586
O -2.365 -0.510 -3.072 -0.305 -0.083 -0.353
H -3.262 5.092 -1.363 0.524 0.313 -0.178
H -1.783 4.153 -3.274 -0.172 0.322 0.099
H -2.134 1.710 -3.749 0.521 0.359 -0.070
H -4.396 1.181 -0.245 -0.099 0.069 0.131
H -4.696 3.687 -0.122 0.353 0.003 0.506
C 4.016 1.619 -5.211 1.171 -1.520 -0.095
C 2.873 1.139 -4.596 0.966 -0.338 1.389
C 1.612 1.540 -4.884 -0.859 2.150 -1.834
C 1.530 2.482 -5.986 0.953 -0.787 0.685
C 2.719 2.923 -6.587 -2.596 0.530 -1.329
C 3.967 2.471 -6.255 -0.357 1.039 -0.134
N 0.200 3.071 -6.420 -0.161 0.958 1.852
O 0.082 3.972 -7.241 1.008 -1.253 0.060
O -0.715 2.741 -5.677 0.057 -0.349 -0.616
H 4.990 1.189 -5.029 0.057 -0.096 0.740
H 2.995 0.510 -3.726 -0.069 -0.363 -0.123
H 0.820 1.236 -4.216 -0.375 -0.071 -0.500
H 2.581 3.589 -7.426 0.051 0.269 -0.044
H 4.836 2.880 -6.749 0.071 -0.217 -0.050
C 3.610 -0.439 2.794 1.044 2.970 -0.186
C 4.658 -0.177 3.665 -1.233 -2.137 -0.203
C 5.308 -1.336 4.140 0.356 0.174 0.274
C 4.856 -2.665 3.795 -0.927 0.222 -1.078
C 3.806 -2.823 2.885 1.910 -1.247 1.786
C 3.283 -1.683 2.247 -0.380 -0.993 0.667
N 5.566 -3.853 4.412 2.526 -1.616 1.151
O 5.512 -4.995 3.914 -0.875 3.217 0.674
O 6.329 -3.589 5.390 -2.324 -0.002 -2.376
H 3.112 0.430 2.390 -0.434 -0.021 -0.077
H 4.858 0.818 4.035 0.242 -0.090 -0.119
H 6.158 -1.212 4.795 0.066 -0.310 0.178
H 3.459 -3.843 2.799 -0.200 -0.029 -0.773
H 2.537 -1.741 1.468 -0.127 -0.135 -0.143



[3]
71
Properties=species:S:1:pos:R:3:forces:R:3 method="wB97M-V/def2-TZVPD" de_lowest_kj_mol=0.0 charge=-1 total_energy_ev=-143561.4328 gap_ev=6.61 homo_energy_ev=-3.93 fmax_ha_per_bohr=0.04337
Ti 0.548 -1.837 -1.108 0.410 1.593 -1.505
C -4.761 -3.361 -0.406 0.082 0.064 -0.043
C -4.082 -2.321 -1.037 -0.026 -0.028 0.022
C -2.712 -2.184 -0.903 -0.229 0.138 -0.073
C -1.981 -3.099 -0.143 0.767 0.076 0.119
C -2.652 -4.137 0.490 -0.303 -0.220 0.144
C -4.032 -4.259 0.359 0.151 -0.017 0.052
N -0.584 -2.938 -0.045 -0.896 -0.765 0.592
N 0.031 -3.753 0.928 -0.077 0.241 -0.222
C 1.323 -3.647 0.863 0.231 -0.064 0.238
C 2.148 -4.334 1.837 -0.222 0.001 -0.159
C 3.487 -4.235 1.786 0.258 0.063 -0.035
C 4.117 -3.434 0.771 0.088 -0.197 0.246
C 3.330 -2.782 -0.106 -0.660 0.141 -0.182
N 1.953 -2.851 -0.100 0.591 -0.439 0.749
H -5.834 -3.461 -0.504 0.002 0.011 -0.001
H -4.626 -1.595 -1.628 -0.017 -0.002 0.001
H -2.219 -1.333 -1.364 0.089 -0.008 -0.005
H -2.081 -4.833 1.088 -0.022 0.009 -0.025
H -4.536 -5.074 0.867 -0.014 0.005 -0.014
H 1.636 -4.912 2.594 -0.008 -0.007 -0.019
H 4.092 -4.752 2.523 0.028 0.021 -0.028
H 5.192 -3.342 0.708 -0.003 -0.010 0.022
H 3.743 -2.145 -0.878 0.014 0.027 -0.033
S 1.952 0.226 -1.572 -0.268 -0.251 0.138
C 1.539 0.568 -3.273 -0.042 0.076 0.012
C 1.830 1.822 -3.805 -0.006 -0.055 0.039
C 1.530 2.119 -5.125 -0.017 -0.059 0.019
C 0.930 1.146 -5.918 0.024 -0.016 0.088
C 0.640 -0.102 -5.390 -0.006 0.001 -0.052
C 0.936 -0.415 -4.061 -0.062 -0.237 0.002
S 0.551 -2.054 -3.472 -0.047 0.224 -0.095
H 2.283 2.571 -3.164 -0.014 -0.020 0.006
H 1.752 3.101 -5.523 -0.009 -0.007 -0.020
H 0.681 1.360 -6.951 0.005 0.006 0.006
H 0.172 -0.859 -6.007 0.003 0.009 0.002
C 0.400 0.006 -0.721 0.199 -0.321 0.151
Ge -0.050 1.328 0.575 -0.026 -0.171 -0.207
C -1.689 0.841 1.499 -0.182 -0.151 0.248
C -2.810 1.660 1.633 -0.012 -0.025 0.010
C -3.949 1.218 2.299 0.080 -0.021 -0.015
C -3.980 -0.054 2.851 0.006 0.001 0.015
C -2.862 -0.872 2.756 0.025 0.025 -0.065
C -1.726 -0.426 2.094 -0.203 0.041 -0.023
C 1.360 1.439 1.918 0.255 -0.012 0.290
C 2.251 0.381 2.105 0.021 0.060 0.071
C 3.224 0.431 3.099 -0.053 0.032 -0.043
C 3.322 1.545 3.921 -0.028 0.002 -0.021
C 2.444 2.609 3.748 -0.018 -0.061 -0.062
C 1.473 2.551 2.755 0.065 -0.023 0.057
C -0.132 3.088 -0.244 0.005 0.398 -0.173
C 1.063 3.805 -0.372 -0.114 0.109 -0.024
C 1.102 5.024 -1.038 -0.035 -0.065 0.021
C -0.057 5.551 -1.591 0.001 0.025 -0.015
C -1.251 4.852 -1.483 0.060 -0.104 0.064
C -1.284 3.629 -0.819 0.119 0.068 -0.133
H -2.809 2.664 1.224 0.033 -0.015 -0.003
H -4.811 1.870 2.381 -0.004 -0.005 0.002
H -4.871 -0.406 3.355 0.005 -0.007 -0.001
H -2.873 -1.869 3.179 -0.011 -0.002 0.005
H -0.874 -1.093 2.031 0.081 -0.005 -0.085
H 2.186 -0.497 1.469 -0.021 0.002 -0.019
H 3.903 -0.404 3.228 -0.006 -0.001 -0.010
H 4.079 1.587 4.695 0.001 -0.004 -0.003
H 2.516 3.481 4.387 -0.006 0.000 -0.006
H 0.798 3.393 2.632 -0.011 -0.028 -0.013
H 1.977 3.406 0.056 -0.020 -0.007 -0.010
H 2.039 5.561 -1.127 -0.002 -0.002 -0.002
H -0.027 6.500 -2.112 -0.007 -0.001 0.002
H -2.156 5.252 -1.926 0.003 -0.007 0.005
H -2.219 3.085 -0.783 0.005 -0.031 0.010